This record from the Open Molecules 2025 dataset describes C3H9IN3 as an isolated structure in a non-equilibrium geometry. The level of theory is ωB97M-V with the def2-TZVPD basis set.

Values from the calculation:
Total charge   +1

Positions of all 16 atoms, in Å:
C (1.6154, 0.8959, -0.7959)
C (-1.4114, -1.5404, -0.0884)
C (-0.3742, 0.0674, 0.1527)
N (-1.4142, 1.3386, 1.6504)
N (-0.5638, 0.4624, 1.4924)
N (1.0457, -0.2489, -0.1443)
I (-0.9582, -1.9797, -2.1426)
H (1.2883, 1.7938, -0.2417)
H (2.6502, 0.8124, -1.2001)
H (1.0215, 1.0349, -1.7201)
H (-2.4182, -1.3273, 0.2050)
H (-0.8906, -2.1483, 0.5498)
H (-0.8508, 0.8452, -0.6120)
H (-1.5054, 1.4603, 2.6602)
H (1.4334, -0.2516, 0.8084)
H (1.3322, -1.2147, -0.5737)

Atom charges from the natural (NBO) analysis, given in e for atoms 1 to 6:
1 C -0.45
2 C -0.45
3 C 0.03
4 N -0.25
5 N -0.21
6 N -0.56

This record from the Open Molecules 2025 dataset describes C3H9INO2P as an isolated structure in a non-equilibrium geometry. The level of theory is ωB97M-V with the def2-TZVPD basis set.

Values from the calculation:
Total charge   0

Positions of all 17 atoms, in Å:
C (2.4997, -0.0350, 0.7688)
C (-2.4379, 1.1109, -0.2399)
C (1.1594, -0.7431, 0.7839)
N (0.2425, 0.1300, 0.1349)
O (-1.6454, -1.5767, -0.0558)
O (-1.2369, -0.2350, -2.1487)
P (-1.2807, -0.2798, -0.4818)
I (-0.0028, -1.5544, -2.9729)
H (2.3737, 0.9183, 1.3347)
H (3.2357, -0.5609, 1.3275)
H (2.6819, 0.0122, -0.4252)
H (-1.8174, 1.8760, 0.2470)
H (-2.7887, 1.5792, -1.2651)
H (-3.4236, 1.0225, 0.2849)
H (1.2212, -1.7336, 0.2667)
H (0.8565, -0.9017, 1.7962)
H (0.3629, 0.9712, 0.6450)

Atom charges from the natural (NBO) analysis, given in e for atoms 1 to 6:
1 C -0.61
2 C -1.05
3 C -0.21
4 N -0.99
5 O -1.10
6 O -0.99

Values of electronic energy, in order: -581.28974, -963.99898, all in Eh.
Values of HOMO-LUMO gap, in order: 9.379, 8.842, all in eV.
Values of energy above the lowest of the compared OMol25 structures with the same formula, charge and spin, in order: 76.21, 2.00, all in kcal per mole.